(1)
C10H21N3O4 | wB97M-V/def2-TZVPD

Values from the calculation:
ΔE to the lowest compared entry with this formula, charge and spin ... 217.69 kJ/mol
LUMO level ... 0.011 Eh
Net charge ... 0
HOMO ... -9.61 eV
Max |F| ... 4.1 eV Å⁻¹
E_tot ... -858.82804 Ha

Last column: Mulliken charge in e.
Cartesian coordinates (Å):
C: 1.201 1.351 2.007  0.5598
C: -0.403 2.373 0.047  -1.2499
H: 0.078 1.813 -3.026  0.2217
C: -1.323 -0.801 1.844  0.3232
H: 1.001 -2.626 0.633  0.2671
C: -2.743 -3.025 0.194  -1.4230
C: 1.168 2.089 -3.034  -0.4404
H: -3.204 -3.998 0.215  0.4053
O: 1.748 2.415 2.378  -0.6299
H: 1.180 3.105 -3.467  0.3701
H: -1.227 1.896 -0.632  0.2754
H: -0.996 2.978 0.729  0.4260
H: -1.609 -3.478 2.066  0.3265
H: 1.625 0.165 -3.475  0.2444
N: 2.012 1.089 -3.726  -0.6519
H: -2.382 -2.877 -0.836  0.3674
C: -1.405 -3.148 0.962  0.1156
O: -0.547 -4.078 0.379  -0.5771
N: 0.712 -1.872 1.248  -0.6516
C: 1.651 2.273 -1.639  -0.4349
H: 2.719 2.539 -1.604  0.4217
H: -1.095 0.922 2.717  0.3411
N: -0.991 0.562 1.720  -0.0620
H: -0.880 -4.957 0.162  0.3533
H: 1.500 -0.571 1.932  0.5420
C: -0.684 -1.743 0.816  -0.2959
O: -2.031 -1.174 2.788  -0.6483
H: 0.337 0.245 0.285  0.2833
O: 1.771 0.226 2.392  -0.5330
H: -0.769 -1.386 -0.173  0.5020
H: -3.458 -2.290 0.542  0.3458
H: 0.506 4.134 -1.074  0.4903
C: 0.759 3.159 -0.705  -0.7368
H: 1.792 1.272 -4.734  0.2596
C: 0.090 1.065 0.964  0.2552
H: 0.687 -2.292 2.194  0.3300
H: 1.473 3.380 0.095  0.3164
H: 1.738 1.264 -1.183  -0.0086

=====

(2)
C7H17NO5S | wB97M-V/def2-TZVPD

Values from the calculation:
ΔE to the lowest compared entry with this formula, charge and spin ... 178.94 kJ/mol
LUMO level ... 0.014 Eh
Net charge ... 0
HOMO ... -9.59 eV
Max |F| ... 4.3 eV Å⁻¹
E_tot ... -1105.96689 Ha

Last column: Mulliken charge in e.
Cartesian coordinates (Å):
H: -1.126 2.197 0.434  0.2749
H: -0.685 1.935 -1.116  0.4291
N: -0.460 1.758 -0.072  -0.5918
C: 1.224 -1.724 -0.274  -1.4598
O: -1.728 -1.712 -0.962  -0.6678
H: -2.456 -0.254 2.779  0.3218
H: -2.144 1.399 2.408  0.2696
C: 0.956 -0.258 -0.603  1.7356
H: 2.242 0.604 1.057  0.2702
H: 3.127 0.118 -0.439  0.3574
H: 1.551 -1.876 0.740  0.5693
H: 0.437 -0.004 2.043  0.3534
H: 1.704 0.246 -2.492  0.4440
H: 0.279 -2.281 -0.536  0.3867
C: -0.463 0.379 0.136  0.1562
O: 2.258 1.880 -0.493  -0.5598
H: -0.711 -1.248 1.553  0.5026
O: 2.281 -2.139 -1.043  -0.5366
H: 1.541 2.412 -0.356  0.3661
C: -1.647 0.404 2.626  -1.1588
H: -0.953 0.670 3.479  0.3502
C: 2.132 0.571 -0.083  -0.9571
C: -0.607 -0.194 1.648  -0.8258
O: -2.066 0.544 -1.944  -0.6945
H: 0.020 0.629 -2.234  0.3843
H: 2.527 -3.012 -0.650  0.4008
H: -3.780 0.445 -0.319  0.3199
S: -1.853 -0.284 -0.825  1.4465
H: 0.656 -1.089 -2.521  0.3363
O: -3.121 0.011 0.124  -0.4824
C: 0.867 -0.126 -2.066  -1.7404

=====

(3)
C11H16N2 | wB97M-V/def2-TZVPD

Values from the calculation:
ΔE to the lowest compared entry with this formula, charge and spin ... 706.42 kJ/mol
LUMO level ... 0.003 Eh
Net charge ... 0
HOMO ... -7.74 eV
Max |F| ... 5.2 eV Å⁻¹
E_tot ... -538.00029 Ha

Last column: Mulliken charge in e.
Cartesian coordinates (Å):
H: 3.951 -0.426 0.685  0.3708
C: 2.142 0.853 0.192  -1.1078
H: -3.548 0.855 -0.434  0.4872
C: -0.072 -0.593 0.390  1.1645
C: 0.629 0.771 0.260  -0.3797
H: -1.870 -1.387 0.442  0.3463
H: -1.940 -0.313 -1.664  0.6557
H: -0.691 -0.299 -3.083  0.3570
H: 2.654 -0.409 2.045  0.2273
C: -0.184 0.274 -0.842  2.1212
H: -1.178 -1.025 2.175  0.3778
H: 2.408 1.888 0.623  0.3170
C: 2.843 -0.387 0.846  -0.6367
C: -2.222 0.587 1.197  -1.0121
H: -2.491 2.282 -0.180  0.2153
H: -1.752 1.388 1.737  0.3325
H: 0.136 1.622 0.783  0.3478
N: 0.588 -0.460 -1.737  0.1867
H: 2.744 -2.517 0.876  0.3691
C: -1.391 -0.725 1.097  -1.0155
H: -1.518 1.249 -2.091  0.7131
C: 2.155 -1.691 0.358  -0.4052
H: -3.123 0.361 1.683  0.4472
C: -2.561 1.070 -0.182  -0.8125
C: 0.678 -1.816 0.452  -0.8756
H: 2.622 0.906 -0.769  0.3583
C: -1.552 0.636 -1.241  -2.2411
H: 2.382 -1.881 -0.727  0.2942
N: 0.159 -0.813 -2.893  -1.2031

=====

(4)
C11H23NO22S5 | wB97M-V/def2-TZVPD

Values from the calculation:
ΔE to the lowest compared entry with this formula, charge and spin ... 0.00 kJ/mol
LUMO level ... -0.024 Eh
Net charge ... 0
HOMO ... -11.07 eV
Max |F| ... 1.2 eV Å⁻¹
E_tot ... -4133.71210 Ha

Last column: Mulliken charge in e.
Cartesian coordinates (Å):
H: -2.570 -2.160 3.699  0.3290
O: 1.576 -3.193 -3.810  -0.3486
C: -4.070 -1.292 2.382  0.1758
O: -4.908 -3.736 3.997  -0.5521
O: -3.467 1.367 0.045  -0.3105
H: -1.807 1.626 -2.750  0.2579
O: 1.350 -0.777 -4.028  -0.4834
H: 2.386 5.162 1.511  0.2683
C: 0.696 -3.513 -2.742  0.0570
O: 2.757 4.711 3.500  -0.3412
H: -1.330 -2.815 -2.446  0.0213
O: 0.987 6.279 4.155  -0.5567
C: 0.456 -0.371 0.572  -0.7924
H: 0.827 2.702 2.073  -0.0509
H: -1.964 -1.903 2.085  -0.2863
H: 3.046 3.555 1.856  0.1837
C: 2.336 4.310 2.186  -0.0944
C: 0.920 3.749 2.344  0.1376
O: -1.438 2.245 -0.810  -0.2064
H: 3.814 -0.935 -3.057  0.1945
H: -3.932 -0.594 1.563  -0.0981
H: 5.601 0.515 -2.550  0.2766
H: 4.500 -2.247 -2.072  0.2566
O: 4.493 -1.465 1.011  -0.5995
O: -3.239 -3.505 2.236  -0.3361
H: 0.090 -0.833 1.479  0.2564
O: -0.219 -0.281 -1.634  -0.4185
C: -0.710 -3.227 -3.243  -0.0635
S: 0.949 -1.984 -4.654  1.1088
H: 0.207 4.302 1.727  0.1715
C: 4.291 -1.178 -2.112  -0.2411
H: 0.527 0.701 0.669  0.4267
O: -1.520 1.657 1.517  -0.4564
O: -1.396 -1.516 -0.298  -0.5366
S: -4.775 -3.644 2.594  1.0823
H: -4.322 -0.717 3.274  0.2975
H: 6.448 -0.946 -1.999  0.2976
H: 1.384 -0.815 0.234  0.0884
C: -2.847 -2.198 2.642  0.2951
C: -2.326 2.076 -1.909  -0.4106
O: 1.775 4.578 5.737  -0.5400
O: -5.370 -4.581 1.744  -0.5289
C: 5.561 -0.330 -1.866  -0.3219
O: 3.389 -0.791 -1.075  -0.1800
H: 0.939 -2.926 -1.849  -0.1180
H: -2.757 3.016 -2.260  0.3529
H: -1.241 -4.099 -3.627  0.3324
O: -5.164 -2.185 2.109  -0.3482
O: 5.453 0.202 -0.549  -0.3452
O: -2.788 3.613 0.760  -0.6007
O: 0.563 3.901 3.720  -0.2774
H: 0.838 -4.551 -2.445  0.3839
S: -2.288 2.313 0.531  1.1300
H: -4.391 1.347 -1.817  0.3632
O: -0.565 -2.286 -4.310  -0.3186
C: -3.421 1.143 -1.367  -0.2746
N: -0.490 -0.718 -0.529  1.0042
O: 3.516 0.754 0.807  -0.4308
H: -3.201 0.094 -1.571  0.1657
S: 1.494 4.978 4.415  1.0901
S: 4.185 -0.342 0.223  1.0634
O: 1.161 -2.242 -6.020  -0.6006

=====

(5)
C8H13N4 | wB97M-V/def2-TZVPD

Values from the calculation:
ΔE to the lowest compared entry with this formula, charge and spin ... 363.79 kJ/mol
LUMO level ... -0.124 Eh
Net charge ... +1
HOMO ... -13.15 eV
Max |F| ... 4.6 eV Å⁻¹
E_tot ... -531.30653 Ha

Last column: Mulliken charge in e.
Cartesian coordinates (Å):
H: -2.451 1.035 0.494  0.2706
H: -0.015 -0.448 -2.347  0.4940
N: 1.662 2.151 0.933  -0.6922
C: -0.909 -1.516 0.643  -0.9613
H: -1.827 -0.996 0.800  0.3036
H: -0.442 -1.520 1.652  0.4787
C: 1.619 0.838 0.466  0.8235
H: -0.868 -1.982 -2.135  0.3897
C: -1.845 1.933 0.217  -0.7239
C: 0.298 0.584 0.184  -0.2856
C: -0.676 -0.990 -1.731  -1.0152
H: -2.083 2.114 -0.846  0.2904
N: 0.001 -0.984 -0.381  0.3110
H: -1.366 -2.537 0.725  0.3733
H: 1.599 -1.908 -1.525  0.3472
C: 0.427 2.615 0.904  -0.1432
H: 1.067 -2.867 -0.016  0.2969
N: -0.470 1.704 0.413  0.1295
H: -1.666 -0.477 -1.801  0.3147
C: 2.679 -0.143 0.510  -0.2298
N: 2.476 -1.346 0.135  -0.4509
H: -2.170 2.825 0.853  0.2852
C: 1.348 -1.758 -0.476  -0.4484
H: 3.581 0.171 0.978  0.4722
H: 0.032 3.499 1.351  0.3700

=====

(6)
C2H8S2 | wB97M-V/def2-TZVPD

Values from the calculation:
2S+1 ... 2
ΔE to the lowest compared entry with this formula, charge and spin ... 161.99 kJ/mol
⟨S²⟩ ... 0.751
LUMO level (alpha / beta) ... 0.122 / 0.128 Eh
Net charge ... -1
HOMO (alpha / beta) ... 1.04 / -5.24 eV
Max |F| ... 2.5 eV Å⁻¹
E_tot ... -877.29047 Ha

Last column: Mulliken charge in e.
Cartesian coordinates (Å):
H: -1.953 0.338 -2.364  0.4567
S: -0.238 -1.056 -1.877  -0.5814
H: 0.780 -0.317 -2.417  0.1395
H: -1.797 0.484 -0.650  0.4664
H: 1.577 -0.806 2.788  0.2956
C: 1.034 -0.696 1.789  -1.0937
H: 0.030 -1.117 1.967  0.3182
C: -1.254 0.447 -1.561  -1.3190
H: -0.671 1.399 -1.724  0.3453
S: 1.003 1.065 1.384  -0.4427
H: -0.248 1.421 1.573  0.1875
H: 1.736 -1.164 1.092  0.2275

=====

(7)
C5H14O2 | wB97M-V/def2-TZVPD

Values from the calculation:
ΔE to the lowest compared entry with this formula, charge and spin ... 169.16 kJ/mol
LUMO level ... 0.023 Eh
Net charge ... 0
HOMO ... -8.22 eV
Max |F| ... 3.4 eV Å⁻¹
E_tot ... -349.31137 Ha

Last column: Mulliken charge in e.
Cartesian coordinates (Å):
H: 2.539 2.855 4.540  0.3165
C: 1.051 -0.530 -0.444  -1.4428
H: -1.326 -2.545 -1.800  0.3406
H: -1.970 1.855 -4.163  0.3078
H: -0.180 -0.374 2.436  0.2850
H: 1.423 -0.234 0.541  0.3347
O: 2.572 3.811 4.533  -0.6389
H: -1.193 -2.510 1.229  0.3381
H: 0.217 -3.354 -1.559  0.2603
C: -0.274 -2.357 -1.551  -1.2070
C: -1.005 -0.379 1.705  -1.1610
H: 0.596 0.339 -0.945  0.3036
H: -2.515 2.588 -5.286  0.3212
H: -1.884 -0.597 2.306  0.3513
H: 3.319 4.081 5.073  0.3221
H: -1.016 0.549 1.147  0.3150
C: 0.048 -1.686 -0.289  0.9071
C: -0.709 -1.614 0.824  -0.3879
H: 0.107 -1.787 -2.397  0.3451
H: 1.899 -0.660 -1.130  0.4186
O: -1.700 2.549 -4.770  -0.6296

=====

(8)
C36H83BClN3O3P | wB97M-V/def2-TZVPD

Values from the calculation:
LUMO level ... 0.084 Eh
Net charge ... -1
HOMO ... -4.60 eV
Max |F| ... 2.6 eV Å⁻¹
E_tot ... -2637.93390 Ha

Last column: Mulliken charge in e.
Cartesian coordinates (Å):
H: -4.712 1.031 -2.755  -0.1695
H: -1.172 -0.552 1.057  -0.0986
H: -0.571 1.106 -8.923  0.2784
H: -3.537 2.441 0.873  0.4133
C: -1.418 0.305 -0.917  -0.6886
H: -1.451 2.390 -0.351  0.4061
H: -0.226 3.616 -10.651  0.3068
C: 4.275 -1.361 6.294  -1.1316
C: 3.009 0.839 6.078  -0.4846
H: -0.785 0.517 -1.785  0.4780
C: -8.035 -3.259 5.604  -1.1811
C: -6.555 -3.204 5.967  -0.3726
H: -5.508 -0.273 4.369  0.3628
P: 3.724 -2.113 2.386  0.1123
H: 11.208 -3.669 0.066  0.2572
H: 2.020 1.247 5.848  0.3408
H: -2.528 1.184 1.558  0.2575
H: 1.574 0.501 -8.562  0.2448
H: -2.763 0.209 -4.239  0.2281
C: -0.136 2.543 -10.468  -1.2995
C: -3.767 -2.306 3.619  -1.2196
H: 3.557 2.570 7.223  0.3940
C: 2.748 1.155 8.625  -0.3791
C: -7.564 2.762 -5.143  -1.1935
C: 2.388 -2.502 -0.296  0.5480
C: -5.970 -1.266 4.369  -0.6321
N: 10.996 -2.723 -0.232  -0.6552
C: -2.169 1.587 -0.542  -0.4985
H: 10.405 -2.837 -1.055  0.2624
C: 3.543 1.483 7.361  -0.7650
H: -0.112 -1.218 -0.168  0.1722
H: 4.667 -1.718 -1.478  0.2966
H: -5.541 2.514 -3.162  0.4385
H: 4.745 -1.082 7.240  0.4065
C: 1.446 0.520 -6.409  -0.9281
H: 6.370 -2.563 0.623  0.3043
H: 3.656 1.136 5.247  0.1831
H: -6.977 0.565 -3.539  0.4762
H: 1.246 0.847 -0.180  0.2531
H: 4.695 -0.226 -0.468  0.3852
H: 0.207 1.562 1.069  0.4246
H: 4.585 1.187 7.513  0.3103
H: 4.420 0.005 2.402  0.2318
O: 1.482 -3.091 0.370  -0.7068
C: 1.658 2.568 -7.910  -0.7426
C: 2.919 -0.685 6.113  -0.3930
C: -3.173 0.813 -5.052  -0.6211
H: 0.063 3.989 -8.105  0.3756
H: 4.156 -2.446 6.291  0.3134
H: -3.266 -1.336 3.624  0.2246
H: 7.174 0.316 -0.244  0.2930
C: -6.201 0.788 -4.278  -0.9915
H: -0.296 2.686 -6.999  0.1898
H: -2.342 1.149 -5.675  -0.1008
H: 1.879 1.054 -5.560  0.3078
C: -5.258 -2.143 3.338  -0.2764
O: 2.242 -2.382 -1.525  -0.7673
H: 0.360 0.593 -6.343  0.0385
H: -5.732 -3.127 3.279  0.3194
O: 4.419 -0.709 3.057  -0.3266
H: -2.757 1.909 -1.410  0.0105
H: 4.951 -1.093 5.481  0.1309
C: 0.166 2.908 -7.965  -0.5691
H: 8.065 -1.555 2.004  0.4704
H: -8.428 -4.267 5.756  0.3720
C: -0.617 2.189 -9.064  -0.2867
H: 0.905 2.254 -10.624  0.2909
C: 8.297 -0.740 1.315  -0.8167
H: -6.103 1.646 -6.267  0.2612
H: 3.248 1.620 9.481  0.3741
H: 0.785 1.412 9.500  0.3751
H: -6.438 -3.510 7.010  0.3809
C: 0.576 0.620 0.654  -1.0273
H: -2.132 -0.455 -1.247  0.2607
H: -8.615 -2.575 6.228  0.2875
C: 6.295 -1.683 -0.030  -0.1693
B: 3.696 -1.959 0.448  0.3559
H: -5.380 -1.688 2.352  0.2269
H: -3.251 2.634 -3.926  0.3896
C: -4.223 0.456 0.446  -0.8117
C: -6.848 1.460 -5.490  -0.4510
H: 2.237 -1.012 6.904  0.4122
H: -1.672 2.465 -8.976  0.3589
H: -3.840 -0.551 0.271  0.2795
H: -8.025 3.191 -6.035  0.3852
N: 9.383 -1.038 0.358  -0.2952
H: 2.481 -1.028 5.172  0.2423
C: -0.552 -0.284 0.195  0.1469
C: 6.977 -0.425 0.550  -0.3950
C: -3.940 2.012 -4.503  -0.6375
H: 2.149 2.923 -8.822  0.3062
H: 2.112 3.132 -7.089  0.3772
H: -6.877 3.505 -4.737  0.2850
N: 10.403 -2.390 1.997  -0.6296
H: 1.275 2.736 8.437  0.2883
C: 1.972 1.084 -7.725  -0.3736
H: -6.490 -1.108 6.444  0.3952
H: 1.711 -0.533 -6.316  0.3963
H: -4.921 -1.825 6.170  0.3252
H: -3.587 -2.791 4.580  0.3480
H: -7.005 -1.114 4.048  0.3598
H: 1.152 0.114 1.432  0.0895
H: 11.083 -3.139 2.094  0.1955
H: -5.797 -0.180 -4.587  0.3496
H: -4.295 2.632 -5.331  0.3921
C: -5.104 1.610 -3.598  -0.0433
C: 1.307 1.652 8.571  -1.1905
H: 2.758 0.078 8.813  0.2399
H: 0.750 1.190 7.755  0.2887
H: -7.574 0.766 -5.924  0.3704
C: -3.097 1.460 0.666  -0.5626
C: -5.949 -1.810 5.799  -0.8600
H: 6.313 0.068 1.281  0.1656
H: 9.917 -0.192 0.191  0.2685
H: 8.562 0.189 1.846  0.2541
H: -6.003 -3.934 5.369  0.2475
H: 6.849 -1.931 -0.953  0.2330
C: 10.250 -2.057 0.788  0.5481
H: -3.807 0.173 -5.669  0.3318
H: 3.058 0.952 -7.754  0.3553
C: 4.831 -1.325 -0.464  -0.9726
H: -3.300 -2.921 2.849  0.3922
H: -8.207 -2.997 4.559  0.2857
Cl: 5.040 -3.682 2.952  -0.3556
H: -8.353 2.585 -4.408  0.2898
H: -0.735 2.023 -11.219  0.3824
H: -4.837 0.745 -0.411  0.1395
H: -4.869 0.413 1.326  0.3230